<1>
Formula: C4H8O3
Source: OMol25
Level of theory: ωB97M-V with the def2-TZVPD basis set

Summary:
highest occupied orbital energy	-10.507	eV
Kohn-Sham gap	11.34	eV
lowest unoccupied orbital energy	0.83	eV
SMILES string	COC(=O)[C@@H](C)O

```
15
Properties=species:S:1:pos:R:3:nbo_charge:R:1
O 0.51769 -1.61241 -0.53005 -0.61
O -2.08995 -1.16307 0.06651 -0.70
O 1.09705 0.35802 0.41440 -0.50
C 0.22268 -0.54840 -0.03491 0.78
C -1.57060 1.03611 -0.82066 -0.62
C 2.46680 -0.04396 0.47526 -0.27
C -1.20914 -0.07580 0.16429 0.00
H -0.82171 1.83400 -0.82310 0.22
H 2.74668 -0.62657 -0.40338 0.21
H -1.65726 0.61984 -1.82969 0.21
H -1.26673 0.31432 1.18717 0.20
H -2.53950 1.45772 -0.54081 0.22
H 3.04887 0.87551 0.53901 0.20
H -1.67861 -1.79879 -0.53847 0.49
H 2.61982 -0.64441 1.37638 0.19
```


<2>
Formula: C4H8O3
Source: OMol25
Level of theory: ωB97M-V with the def2-TZVPD basis set

Summary:
highest occupied orbital energy	-10.044	eV
Kohn-Sham gap	10.94	eV
lowest unoccupied orbital energy	0.90	eV

```
15
Properties=species:S:1:pos:R:3:nbo_charge:R:1
O 0.20073 0.44912 0.63377 -0.55
O 2.85580 -0.41734 1.57516 -0.52
O -1.71298 -1.53746 -1.63553 -0.72
C 0.47745 1.80602 0.86197 -0.25
C 2.27933 -1.23581 1.03646 0.51
C -0.75390 0.21019 -0.37175 -0.07
C -0.65603 -1.25907 -0.74014 -0.07
H -0.56099 0.83279 -1.25954 0.17
H -0.72051 -1.85831 0.18027 0.17
H -1.77167 0.43536 -0.01644 0.17
H 0.87591 2.29302 -0.04152 0.17
H -1.66246 -2.46986 -1.87383 0.47
H 0.32861 -1.45225 -1.19152 0.16
H 1.23576 1.84657 1.64866 0.20
H -0.41506 2.35704 1.19397 0.17
```


<3>
Formula: C4H8O3
Source: OMol25
Level of theory: ωB97M-V with the def2-TZVPD basis set

Summary:
highest occupied orbital energy	-7.734	eV
Kohn-Sham gap	8.50	eV
lowest unoccupied orbital energy	0.77	eV

```
15
Properties=species:S:1:pos:R:3:nbo_charge:R:1
O -3.08923 -0.43271 -0.87951 -0.54
O 0.58228 -0.70164 0.29302 -0.55
O -0.58983 0.37727 1.94310 -0.70
C 0.59195 -1.30791 -0.92774 -0.26
C -2.33431 -0.85426 -0.06082 0.31
C -0.53233 1.54386 -0.20677 -0.71
C -0.44634 0.26618 0.54716 0.60
H -0.75251 1.42946 -1.19778 0.24
H 0.38951 2.16847 0.00299 0.23
H 1.04695 -2.37776 -0.85138 0.19
H -0.14745 -0.27954 2.38499 0.49
H -2.58005 -1.85999 0.53488 0.10
H -1.41090 2.15576 0.17775 0.25
H -0.36242 -1.59002 -1.42937 0.19
H 1.13993 -0.70375 -1.65907 0.18
```


<4>
Formula: C4H8O3
Source: OMol25
Level of theory: ωB97M-V with the def2-TZVPD basis set

Summary:
highest occupied orbital energy	-9.658	eV
Kohn-Sham gap	10.41	eV
lowest unoccupied orbital energy	0.75	eV
SMILES string	OC1COCOC1

```
15
Properties=species:S:1:pos:R:3:nbo_charge:R:1
O 0.54753 -1.14141 -0.54537 -0.55
O 1.32185 0.88787 0.18987 -0.53
O -2.05398 -0.09815 -0.69040 -0.73
C 1.72173 -0.28922 -0.36608 0.21
C -0.98456 0.41146 0.39085 0.00
C 0.03965 1.28661 -0.40246 -0.14
C -0.31722 -0.83960 0.60948 -0.14
H 0.09508 2.50031 -0.24719 0.23
H 2.42124 -0.80443 0.30498 0.14
H 0.53411 -1.05329 1.46088 0.20
H -1.54404 0.89853 1.35847 0.21
H 2.16242 -0.55907 -1.18492 0.16
H -2.68498 -0.37259 0.20184 0.46
H -0.25680 0.74966 -1.48064 0.26
H -1.00205 -1.57669 0.40069 0.22
```


Pick <1>: it beats the second-best structure by 126.0 kJ/mol.


<1>
Formula: C4H8O3
Source: OMol25
Level of theory: ωB97M-V with the def2-TZVPD basis set

Summary:
highest occupied orbital energy	-10.337	eV
Kohn-Sham gap	11.16	eV
lowest unoccupied orbital energy	0.83	eV
SMILES string	COC(=O)[C@@H](C)O

```
15
Properties=species:S:1:pos:R:3:nbo_charge:R:1
O 2.14980 0.54308 -0.84535 -0.68
O -0.04231 1.56738 0.71719 -0.58
O -0.54129 -0.58957 1.14232 -0.51
C 0.99058 -0.21384 -0.59939 0.00
C 0.15009 -0.16718 -1.86370 -0.62
C -1.40678 -0.16285 2.19702 -0.26
C 0.11894 0.39369 0.50132 0.77
H -0.25265 0.84626 -1.96383 0.23
H -1.84363 -1.07342 2.60919 0.20
H -2.18977 0.50172 1.82239 0.19
H 1.23882 -1.24225 -0.29811 0.18
H 0.84674 -0.32637 -2.71903 0.20
H -0.82946 0.36290 2.96165 0.20
H -0.66566 -0.89568 -1.85167 0.23
H 2.27658 0.45613 -1.81000 0.47
```


<2>
Formula: C4H8O3
Source: OMol25
Level of theory: ωB97M-V with the def2-TZVPD basis set

Summary:
highest occupied orbital energy	-8.801	eV
Kohn-Sham gap	9.42	eV
lowest unoccupied orbital energy	0.62	eV
SMILES string	C=C(O)OCCO

```
15
Properties=species:S:1:pos:R:3:nbo_charge:R:1
O -0.06177 1.53328 0.45601 -0.72
O -2.27593 0.12905 -0.34957 -0.74
O 0.81842 -0.53740 -0.35463 -0.51
C -0.33265 -1.30515 0.00904 -0.10
C 2.26943 1.04496 0.54051 -0.59
C 0.99987 0.68998 0.23125 0.59
C -1.55545 -0.99969 -0.85588 -0.10
H 2.50899 1.96616 1.06781 0.20
H 0.20988 2.28769 0.99002 0.51
H -0.56617 -1.11856 1.06008 0.19
H -2.24988 -1.83708 -0.88869 0.19
H -1.18718 -0.75514 -1.88383 0.17
H -1.62385 0.84654 -0.17842 0.49
H -0.02661 -2.34451 -0.09034 0.20
H 3.07290 0.39988 0.24665 0.22
```


Pick <1>: it beats the second-best structure by 117.7 kJ/mol.


<1>
Formula: C2H9N2O
Source: OMol25
Level of theory: ωB97M-V with the def2-TZVPD basis set

Summary:
highest occupied orbital energy	-14.811	eV
Kohn-Sham gap	11.39	eV
lowest unoccupied orbital energy	-3.43	eV
net charge	+1

```
14
Properties=species:S:1:pos:R:3:nbo_charge:R:1
O -0.05113 -0.10560 -1.66497 -0.66
N 0.00965 -1.62599 0.09513 -0.56
N -0.03334 2.12249 -0.34208 -0.92
C -0.01731 -0.84114 1.31625 -0.43
C 0.03251 -1.24411 -1.17368 0.56
H -0.02686 1.15449 -0.92659 0.47
H 0.19200 -2.61424 0.17181 0.42
H 0.85613 -0.18529 1.35194 0.20
H 0.12672 -2.07043 -1.87891 0.17
H -0.70780 2.72048 -0.81362 0.44
H 0.04144 -1.53329 2.14979 0.25
H -0.39758 1.93998 0.58750 0.43
H 0.89682 2.52360 -0.28995 0.44
H -0.92124 -0.24096 1.41737 0.20
```


<2>
Formula: C2H9N2O
Source: OMol25
Level of theory: ωB97M-V with the def2-TZVPD basis set

Summary:
highest occupied orbital energy	-14.942	eV
Kohn-Sham gap	11.24	eV
lowest unoccupied orbital energy	-3.70	eV
net charge	+1

```
14
Properties=species:S:1:pos:R:3:nbo_charge:R:1
O -1.35292 0.28976 -1.71689 -0.55
N 0.68934 0.07749 -0.17905 -0.70
N -1.88706 -0.93528 -2.20601 -0.40
C 1.83193 -0.12916 1.97203 -0.71
C 0.78644 -0.27112 1.03333 0.25
H 1.51066 0.47275 -0.65565 0.38
H -1.45545 -1.57550 -1.50062 0.43
H -2.90104 -1.03474 -2.06189 0.44
H -1.49463 -1.23939 -3.13602 0.44
H -0.51392 0.17484 -1.08862 0.49
H -0.19127 -0.43223 1.52467 0.17
H 1.74895 0.84652 2.29702 0.27
H 2.78289 -0.13887 1.47607 0.24
H 1.88662 -0.86628 2.79531 0.26
```


<3>
Formula: C2H9N2O
Source: OMol25
Level of theory: ωB97M-V with the def2-TZVPD basis set

Summary:
highest occupied orbital energy	-14.512	eV
Kohn-Sham gap	11.30	eV
lowest unoccupied orbital energy	-3.21	eV
net charge	+1

```
14
Properties=species:S:1:pos:R:3:nbo_charge:R:1
O -1.26628 1.07765 0.01498 -0.69
N 1.41834 0.67245 0.76768 -0.69
N -2.25562 -0.26906 -1.41051 -0.76
C 1.85884 -0.69725 0.41577 -0.41
C -1.99461 0.07932 -0.13742 0.54
H 1.57539 1.02090 1.64028 0.43
H 2.04893 -0.78288 -0.63318 0.24
H 1.99078 1.28642 0.20112 0.42
H 1.02337 -1.28110 0.69444 0.22
H 2.80866 -0.91525 1.13048 0.25
H -2.04533 0.16767 -2.23002 0.41
H -3.12668 -0.76380 -1.43968 0.39
H -2.44396 -0.52584 0.60514 0.16
H 0.40819 0.93076 0.38095 0.49
```


Pick <1>: it beats the second-best structure by 95.5 kJ/mol.